(1)
Formula: CH24NO11
Source: the Open Molecules 2025 dataset
Level of theory: ωB97M-V/def2-TZVPD

Last column: Mulliken charge in e.
Element x y z (Å)
1 N -0.4688 -1.9600 2.1954  -0.56
2 C -0.4174 -1.4708 0.8622  -0.38
3 O 0.6195 -0.6715 0.6050  -0.56
4 H -0.4904 -1.2463 2.9146  0.22
5 H 0.0909 -2.7258 2.5194  0.27
6 H -0.4456 -2.3857 0.1717  0.31
7 H -1.3824 -0.9153 0.6736  0.04
8 H -1.8359 -1.5239 -1.1362  0.34
9 H -1.9775 -0.8157 -2.6076  0.37
10 O -2.4069 -1.3062 -1.9004  -0.73
11 H 0.6892 -0.9948 -2.6423  0.39
12 H -0.3321 -2.0799 -3.0390  0.32
13 O -0.0888 -1.1894 -3.2663  -0.79
14 H 1.4618 -0.8965 -0.7605  0.52
15 H 2.1019 -0.0849 -2.0411  0.38
16 O 1.9101 -1.0320 -1.6596  -0.84
17 H 2.8777 -1.8050 0.3519  0.30
18 H 1.6244 -2.2853 1.1749  0.24
19 O 2.5244 -2.5285 0.8805  -0.70
20 H 2.2425 1.1520 2.0357  0.26
21 H 1.7567 -0.2252 1.4980  0.37
22 O 2.4230 0.2172 2.1124  -0.70
23 H -0.2884 1.3282 -1.6639  0.31
24 H -0.6275 2.6149 -0.8268  0.33
25 O -0.4893 2.2830 -1.7641  -0.66
26 H 0.3224 2.4190 1.9372  0.31
27 H -0.9074 3.2524 1.8498  0.38
28 O 0.1064 3.3660 1.7988  -0.68
29 H 3.3397 0.7215 -0.3816  0.34
30 H 3.2872 2.2629 -0.4863  0.28
31 O 3.1759 1.4624 -0.9736  -0.63
32 H -4.1847 -0.1444 -0.1842  0.31
33 H -2.8397 0.0904 -0.7408  0.35
34 O -3.5504 0.5518 -0.2380  -0.67
35 H -2.1645 2.4669 0.4258  0.25
36 H -2.8704 1.5754 1.1574  0.39
37 O -2.7856 2.5230 1.1483  -0.68

Properties
* E_LUMO: 0.1089 Ha
* molecular weight: 226.2 g/mol
* Kohn-Sham gap: 8.69 eV
* DFT total energy: -934.92412 Ha
* charge: -1
* energy relative to the best compared isomer or geometry (same formula, charge and spin): 92.2 kJ/mol
* highest occupied orbital energy: -5.73 eV

***

(2)
Formula: CH25LiO12
Source: the Open Molecules 2025 dataset
Level of theory: ωB97M-V/def2-TZVPD

Last column: Mulliken charge in e.
Element x y z (Å)
1 Li -0.3116 -1.7202 -1.5685  0.89
2 C 0.2024 -0.2452 0.0505  -0.94
3 O 0.6074 -0.0362 -1.2935  -1.02
4 H 1.3524 -0.0862 0.5175  0.08
5 H -0.0746 -1.1562 0.0915  1.00
6 H -0.5366 0.5078 0.5475  0.19
7 O -0.4706 2.1768 2.9945  -0.67
8 H -0.2316 2.9178 3.5625  0.30
9 H 0.3284 2.4038 2.3915  0.31
10 O 3.8294 -1.2782 1.3505  -0.65
11 H 3.8984 -0.6342 0.5555  0.34
12 H 3.6564 -0.5952 1.9375  0.29
13 O -0.6136 3.7908 0.6945  -0.67
14 H -1.4946 3.2978 0.9275  0.35
15 H -0.0876 3.0498 0.2585  0.42
16 O -1.6436 -2.6142 -0.9765  -0.67
17 H -2.1796 -2.0282 -0.4235  0.34
18 H -2.2936 -3.1972 -1.0475  0.25
19 O -0.9086 1.4468 -1.9085  -0.71
20 H -1.4346 0.7348 -1.4835  0.27
21 H 0.0524 1.2328 -1.7985  0.27
22 O 0.0064 -1.4912 -3.6745  -0.54
23 H 0.6364 -1.2942 -4.3495  0.24
24 H -0.8466 -1.9112 -4.0625  0.30
25 O -2.8736 0.0198 -0.2605  -0.68
26 H -3.3676 0.3408 -1.2045  0.38
27 H -3.4806 0.3328 0.5415  0.30
28 O 1.2434 2.8168 -0.9335  -0.70
29 H 1.3374 2.9658 -1.7975  0.27
30 H 1.1314 1.7918 -0.8295  0.37
31 O -0.8246 -0.5072 3.6855  -0.63
32 H -0.7276 0.3908 3.3045  0.40
33 H -0.3966 -1.1482 3.1405  0.29
34 O 3.4664 -0.0122 -1.0715  -0.69
35 H 3.8014 0.6658 -1.6835  0.30
36 H 2.5364 0.0118 -1.2365  0.36
37 O -1.3916 -3.7162 1.8165  -0.55
38 H -0.6656 -3.7162 2.2715  0.28
39 H -1.2306 -3.5072 0.9635  0.32

Properties
* E_LUMO: -0.0303 Ha
* molecular weight: 236.1 g/mol
* Kohn-Sham gap: 7.40 eV
* DFT total energy: -963.34312 Ha
* energy relative to the best compared isomer or geometry (same formula, charge and spin): 264.7 kJ/mol
* highest occupied orbital energy: -8.23 eV

***

(3)
Formula: CH25O15
Source: the Open Molecules 2025 dataset
Level of theory: ωB97M-V/def2-TZVPD

Last column: Mulliken charge in e.
Element x y z (Å)
1 O 0.1932 -0.7425 -0.0546  0.35
2 C 0.0391 0.6667 -0.1901  0.48
3 O -0.9620 1.2000 0.3139  -0.70
4 O 1.0233 1.1820 -0.7792  -0.95
5 H -0.6896 -1.1285 0.1021  0.15
6 O -1.6927 -1.5945 -2.9428  -0.76
7 H -0.7910 -1.1841 -2.9720  0.41
8 H -2.2121 -0.8812 -2.5767  0.31
9 O 1.5211 -2.9413 -1.1253  -0.76
10 H 0.7068 -3.2784 -1.5069  0.33
11 H 1.2626 -2.0220 -0.8250  0.33
12 O 0.4777 -2.1873 2.9663  -0.68
13 H 1.0257 -1.8598 2.2568  0.29
14 H 0.0689 -1.4010 3.3826  0.35
15 O -3.3387 1.3150 2.1932  -0.68
16 H -2.7337 0.9507 2.8414  0.34
17 H -2.8677 1.1048 1.4113  0.32
18 O -1.7445 -2.5692 -0.2175  -0.66
19 H -1.5210 -3.4652 0.0247  0.32
20 H -1.8732 -2.4887 -1.1754  0.33
21 O -0.4325 4.1201 0.2151  -0.72
22 H -0.3670 3.1962 0.0454  0.32
23 H -1.3536 4.3487 -0.0288  0.31
24 O -0.0274 -4.5746 0.8043  -0.72
25 H 0.7563 -4.4168 0.2442  0.36
26 H 0.0385 -3.9525 1.5681  0.37
27 O 3.7181 -0.6286 -0.1397  -0.68
28 H 2.8460 -0.3441 0.1897  0.30
29 H 3.5440 -0.9457 -1.0451  0.32
30 O 1.4898 3.7556 2.2400  -0.67
31 H 0.7689 4.0302 1.6457  0.37
32 H 2.2350 3.4551 1.7037  0.30
33 O 0.1210 2.9798 -2.9671  -0.67
34 H 0.5245 2.4784 -2.2542  0.38
35 H 0.0978 3.8896 -2.6199  0.29
36 O -0.7182 0.5736 3.1661  -0.73
37 H -0.5267 0.8351 2.2132  0.41
38 H -0.1416 1.1956 3.6397  0.30
39 O 0.4688 0.0802 -3.2976  -0.69
40 H 0.7195 0.5296 -2.4833  0.43
41 H 0.3463 0.7188 -3.9664  0.28

Properties
* E_LUMO: 0.1012 Ha
* molecular weight: 277.2 g/mol
* Kohn-Sham gap: 10.20 eV
* DFT total energy: -1181.89447 Ha
* charge: -1
* energy relative to the best compared isomer or geometry (same formula, charge and spin): 0.0 kJ/mol
* highest occupied orbital energy: -7.45 eV

***

(4)
Formula: CH26O15
Source: the Open Molecules 2025 dataset
Level of theory: ωB97M-V/def2-TZVPD

Last column: Mulliken charge in e.
Element x y z (Å)
1 O -1.8104 -0.5469 2.3166  -0.37
2 H -1.2511 -0.6138 3.1096  0.47
3 H -1.2224 -0.7671 1.5357  0.07
4 H -2.1465 0.3910 2.1585  0.57
5 O 2.9254 -1.6673 -1.9316  -0.36
6 H 2.9495 -2.5825 -1.5802  0.40
7 H 2.3840 -1.0215 -1.3292  0.53
8 H 2.6084 -1.6276 -2.8475  0.43
9 C 0.0607 -0.2547 -0.1585  0.06
10 O -0.3253 0.8600 0.3188  -0.18
11 O -0.7039 -1.3043 -0.1645  -0.27
12 O 1.2064 -0.3597 -0.7589  -0.56
13 O -3.4280 -0.5901 -0.1062  -0.70
14 H -3.5293 -0.0031 -0.8627  0.32
15 H -2.4782 -0.8109 -0.0865  0.27
16 O -0.3748 -3.8186 1.0347  -0.69
17 H -1.2813 -4.1248 1.1296  0.28
18 H -0.4527 -2.9189 0.6678  0.31
19 O -2.7014 1.9361 1.9267  -0.67
20 H -3.2677 2.5822 2.3586  0.29
21 H -2.7826 2.1090 0.9693  0.39
22 O 2.9642 0.2308 1.3252  -0.65
23 H 3.6543 0.8420 1.0519  0.30
24 H 2.3945 0.1189 0.5439  0.14
25 O -1.1039 -2.3645 -2.6809  -0.66
26 H -0.9527 -1.9247 -1.8183  0.34
27 H -0.2736 -2.2779 -3.1540  0.25
28 O -2.3602 2.5660 -0.7666  -0.77
29 H -1.7086 1.9162 -0.4523  0.31
30 H -2.0599 3.4113 -0.4115  0.34
31 O 1.7142 1.3666 -3.0601  -0.69
32 H 1.3770 1.0011 -2.2303  0.24
33 H 1.1208 2.0988 -3.2572  0.31
34 O 2.7041 -2.8706 0.5379  -0.65
35 H 2.4278 -1.9998 0.8552  0.31
36 H 2.2350 -3.4964 1.1013  0.32
37 O 0.4831 3.4449 -0.8083  -0.70
38 H 1.4155 3.4854 -0.5756  0.33
39 H 0.2003 2.5606 -0.5236  0.39
40 O 0.8001 2.4908 2.3552  -0.69
41 H 0.6904 1.8218 1.6582  0.29
42 H -0.1012 2.7121 2.6096  0.33

Properties
* E_LUMO: -0.0125 Ha
* molecular weight: 278.2 g/mol
* Kohn-Sham gap: 9.70 eV
* DFT total energy: -1182.29476 Ha
* highest occupied orbital energy: -10.05 eV

***

(5)
Formula: CH27Mn2O15P
Source: the Open Molecules 2025 dataset
Level of theory: ωB97M-V/def2-TZVPD

Last column: Mulliken charge in e.
Element x y z (Å)
1 O -2.3592 -1.5945 2.4451  -0.34
2 H -1.7038 -1.6987 3.1624  0.46
3 H -3.0510 -0.9686 2.7218  0.42
4 H -1.8225 -1.3475 1.5667  0.24
5 O -2.9290 2.3319 0.7578  -0.36
6 H -1.9697 1.8940 0.8086  0.29
7 H -3.3409 2.2103 -0.1217  0.47
8 H -3.5145 2.1201 1.5045  0.43
9 O 2.4209 -1.3670 2.1364  -0.39
10 H 3.3441 -1.6165 1.9102  0.47
11 H 2.0311 -0.7261 1.4028  0.39
12 H 2.3538 -0.9432 3.0080  0.44
13 O -0.4119 2.0692 3.7344  -0.35
14 H -0.4344 1.8397 2.7065  0.49
15 H -1.2763 2.3295 4.1098  0.43
16 H 0.0342 1.3924 4.2731  0.42
17 Mn -1.7945 -0.7607 -1.6480  0.76
18 Mn 1.5005 0.2868 -1.8941  0.81
19 C 0.3766 -2.7193 -3.4067  -0.99
20 O -0.1153 -1.6950 -2.5524  -0.42
21 H 0.6131 -2.3661 -4.4107  0.30
22 H 1.1942 -3.2697 -2.9296  0.31
23 H -0.4095 -3.4639 -3.5801  0.33
24 P -0.1278 0.3266 0.1693  1.70
25 O -1.0928 -0.9246 0.2695  -0.12
26 O -0.4898 1.4741 1.1933  -0.88
27 O -0.3634 0.7245 -1.3203  -1.11
28 O 1.3465 -0.1542 0.1150  -0.54
29 O -3.0036 -2.4715 -1.3672  -0.49
30 H -2.7823 -3.1339 -0.6957  0.30
31 H -3.8544 -2.7615 -1.7369  0.32
32 O 2.4903 2.1148 -1.2531  -0.53
33 H 3.1226 2.6022 -1.8050  0.32
34 H 2.1226 2.7836 -0.6342  0.37
35 O -0.7177 3.3625 -1.7219  -0.62
36 H -0.5938 2.4437 -1.4480  0.28
37 H -0.1037 3.8927 -1.1983  0.34
38 O 0.4898 -3.0550 -0.0488  -0.71
39 H 0.5817 -3.1466 -1.0057  0.30
40 H 0.0638 -2.2029 0.0684  0.32
41 O 3.2130 -0.9089 -1.9811  -0.47
42 H 3.1380 -1.7367 -1.4847  0.29
43 H 3.9813 -1.0331 -2.5622  0.31
44 O 1.1697 3.5591 0.6620  -0.73
45 H 1.9345 3.6082 1.2542  0.34
46 H 0.7397 2.7001 0.8266  0.37

Properties
* E_LUMO (spin up / spin down): -0.4979 / -0.4992 Ha
* molecular weight: 420.1 g/mol
* Kohn-Sham gap (spin up / spin down): 6.44 / 6.46 eV
* DFT total energy: -3824.81848 Ha
* spin multiplicity: 11
* charge: +4
* highest occupied orbital energy (spin up / spin down): -19.99 / -20.04 eV